Below is a molecular structure, C53H82N7O4P3RuSiTe at a distorted geometry, with properties calculated with wB97M-V/def2-TZVPD.

Properties
**Charge**: +1
**Gap between HOMO and LUMO (alpha / beta)**: 0.24604 / 0.17223 hartree
**E_HOMO (alpha / beta)**: -8.483 / -8.467 eV
**Energy**: -120529.191 eV
**2S+1**: 6
**LUMO level (alpha / beta)**: -1.788 / -3.780 eV

Geometry as XYZ:
```
152
Properties=species:S:1:pos:R:3:lowdin_charge:R:1
Ru 0.09 -0.31 0.22 1.46
C 5.00 -2.92 2.08 -0.03
N 3.69 -2.92 1.48 -0.13
C 3.07 -3.95 0.84 -0.03
C 1.85 -3.47 0.46 -0.14
N 1.71 -2.19 0.86 0.00
C 2.83 -1.87 1.47 -0.45
P 3.20 -0.36 2.44 1.18
C 1.55 -0.32 3.21 -0.56
N 0.39 -0.43 2.59 -0.03
C -0.55 -0.45 3.56 -0.15
C 0.05 -0.38 4.79 -0.04
N 1.38 -0.31 4.55 -0.15
C 2.43 -0.24 5.53 -0.04
C 3.00 0.90 1.15 -0.53
N 1.88 1.32 0.59 -0.07
C 2.21 2.37 -0.20 -0.17
C 3.56 2.59 -0.12 -0.03
N 4.05 1.66 0.74 -0.12
C 5.42 1.53 1.16 -0.03
H 5.53 -3.83 1.81 0.10
H 5.56 -2.06 1.71 0.08
H 4.94 -2.85 3.17 0.09
H 3.54 -4.90 0.70 0.12
H 1.05 -3.98 -0.05 0.10
H -1.59 -0.54 3.32 0.08
H -0.35 -0.38 5.78 0.13
H 1.98 -0.30 6.53 0.10
H 3.13 -1.07 5.40 0.08
H 2.97 0.70 5.44 0.08
H 1.48 2.90 -0.78 0.10
H 4.18 3.32 -0.59 0.13
H 6.05 2.17 0.55 0.10
H 5.52 1.83 2.21 0.10
H 5.75 0.50 1.06 0.08
C 1.47 -0.45 -1.78 -0.23
Si 0.96 -0.85 -3.53 0.68
C -0.30 0.50 -4.19 -0.20
N -0.75 1.35 -3.13 -0.24
C -1.62 0.82 -2.14 -0.22
C -2.81 1.74 -1.87 -0.15
C -3.26 2.36 -3.19 -0.17
C -2.16 3.26 -3.75 -0.15
C -0.78 2.77 -3.27 -0.18
C 0.28 -2.61 -3.73 -0.26
C 0.80 -3.62 -2.93 -0.12
C 0.41 -4.94 -3.10 -0.08
C -0.50 -5.27 -4.09 -0.10
C -1.03 -4.27 -4.89 -0.09
C -0.65 -2.96 -4.71 -0.10
C 2.47 -0.73 -4.69 -0.24
C 3.14 0.48 -4.85 -0.11
C 4.30 0.57 -5.60 -0.09
C 4.83 -0.56 -6.19 -0.09
C 4.19 -1.77 -6.05 -0.08
C 3.02 -1.86 -5.30 -0.09
H 1.85 0.57 -1.77 -0.02
H 2.29 -1.11 -1.47 -0.01
H -1.15 0.01 -4.68 0.08
H 0.20 1.11 -4.94 0.09
H -1.05 0.65 -1.17 0.02
H -1.96 -0.17 -2.46 0.10
H -2.54 2.52 -1.16 0.11
H -3.62 1.16 -1.42 0.09
H -4.19 2.93 -3.05 0.11
H -3.48 1.55 -3.89 0.11
H -2.31 4.29 -3.42 0.11
H -2.21 3.26 -4.84 0.11
H -0.57 3.21 -2.29 0.11
H 0.00 3.10 -3.96 0.12
H 1.54 -3.37 -2.19 0.07
H 0.85 -5.71 -2.48 0.10
H -0.78 -6.30 -4.25 0.11
H -1.74 -4.53 -5.67 0.11
H -1.04 -2.19 -5.36 0.10
H 2.74 1.37 -4.38 0.10
H 4.80 1.53 -5.71 0.10
H 5.75 -0.49 -6.77 0.10
H 4.59 -2.66 -6.52 0.10
H 2.53 -2.82 -5.19 0.09
O -2.15 -1.55 0.04 -0.41
P -3.14 -2.66 -0.02 0.87
C -4.76 -2.07 0.69 -0.33
C -5.06 -0.66 0.21 -0.20
C -6.22 -0.03 1.00 -0.17
C -7.17 -1.11 1.54 -0.19
C -7.28 -2.24 0.53 -0.18
C -5.95 -3.00 0.44 -0.19
C -3.15 -3.24 -1.81 -0.30
C -3.74 -2.20 -2.76 -0.19
C -5.18 -2.46 -3.19 -0.18
C -5.32 -3.86 -3.76 -0.19
C -4.97 -4.88 -2.69 -0.19
C -3.54 -4.68 -2.19 -0.17
C -2.45 -4.12 0.93 -0.33
C -1.51 -3.65 2.04 -0.21
C -2.23 -3.35 3.35 -0.20
C -3.02 -4.57 3.81 -0.19
C -4.06 -4.93 2.77 -0.20
C -3.42 -5.21 1.41 -0.18
H -4.55 -2.01 1.77 0.10
H -5.32 -0.69 -0.85 0.10
H -4.16 -0.05 0.32 0.09
H -6.77 0.64 0.34 0.12
H -5.83 0.56 1.83 0.08
H -8.15 -0.66 1.73 0.11
H -6.80 -1.50 2.49 0.11
H -7.56 -1.83 -0.44 0.11
H -8.07 -2.94 0.83 0.12
H -5.86 -3.45 -0.54 0.07
H -5.96 -3.80 1.17 0.10
H -2.05 -3.18 -1.93 0.10
H -3.13 -2.19 -3.66 0.11
H -3.67 -1.22 -2.29 0.08
H -5.46 -1.72 -3.95 0.12
H -5.87 -2.34 -2.35 0.09
H -4.66 -3.98 -4.62 0.11
H -6.34 -4.03 -4.11 0.11
H -5.05 -5.89 -3.10 0.12
H -5.69 -4.81 -1.87 0.10
H -2.87 -4.96 -3.01 0.09
H -3.34 -5.36 -1.37 0.09
H -1.81 -4.56 0.15 0.11
H -0.96 -2.77 1.70 0.06
H -0.78 -4.44 2.23 0.12
H -2.92 -2.52 3.20 0.10
H -1.50 -3.06 4.10 0.11
H -3.50 -4.37 4.77 0.12
H -2.34 -5.41 3.96 0.12
H -4.77 -4.10 2.70 0.09
H -4.62 -5.81 3.08 0.12
H -4.20 -5.37 0.66 0.10
H -2.85 -6.14 1.50 0.13
C -3.83 1.04 3.76 -0.07
C -3.22 2.28 3.14 -0.27
O -1.82 2.32 3.43 -0.32
P -0.80 2.69 2.26 0.11
O -0.91 1.77 1.09 -0.43
Te 1.28 3.04 3.37 0.54
O -1.42 4.13 1.85 -0.29
C -0.81 4.88 0.82 -0.32
C -0.05 6.08 1.37 -0.08
H -4.91 1.16 3.82 0.07
H -3.45 0.92 4.77 0.08
H -3.60 0.16 3.17 0.05
H -3.66 3.19 3.56 0.13
H -3.37 2.29 2.05 0.11
H -1.61 5.23 0.16 0.12
H -0.14 4.23 0.24 0.08
H -0.71 6.71 1.96 0.08
H 0.35 6.67 0.54 0.08
H 0.79 5.76 1.99 0.02
```